Entry 1:
C21H25N2O2 | ωB97M-V/def2-TZVPD

Molar mass: 337.44 g mol⁻¹
Kohn-Sham gap: 8.025 eV
SMILES string: CCOC(=O)C[NH2+][C@H](c1ccc(C)cc1)c1cn(C)c2ccccc12
HOMO energy: -11.1 eV
Energy above the lowest of the compared OMol25 structures with the same formula, charge and spin: 19.5 kcal per mole
Net charge: +1

XYZ file:
```
50
C21H25N2O2 | the OMol25 dataset | ωB97M-V/def2-TZVPD
O 0.2680 2.9951 3.5794
O -1.7217 3.3995 2.5742
N 3.8450 -0.5338 -1.4679
N 0.4378 1.3302 0.9815
C -0.9569 -1.2525 -2.0539
C -3.1584 -0.7193 -0.4401
C -0.7975 -0.3536 -0.9583
C -2.1831 -1.8834 -2.2755
C 1.9260 -1.6534 -0.9649
C -2.0053 4.0736 3.8506
C 0.1593 2.7870 1.1363
C 0.4304 0.4656 -0.6322
C -3.2709 -1.7198 -1.4079
C 2.9097 0.4198 -1.1748
C 1.7759 -4.0712 -0.8648
C 3.1451 -4.1793 -1.2121
C -3.5051 4.1757 3.9181
C -1.9406 -0.0805 -0.1939
C 5.2369 -0.1972 -1.7036
C -0.4077 3.0957 2.5439
C 3.2862 -1.8122 -1.3861
C 3.9230 -3.0365 -1.4279
C 1.1673 -2.8047 -0.7712
C 1.7112 -0.2206 -0.8544
C -4.5263 -2.5347 -1.6132
H -0.2326 0.8332 1.6251
H 5.0137 -3.0998 -1.5423
H -4.0275 -0.4428 0.1543
H 5.5424 0.5117 -0.9160
H -1.4669 5.0398 3.8386
H -0.5737 3.2488 0.4637
H -3.8679 4.7043 4.8010
H 1.2113 -4.9846 -0.6470
H -5.3236 -2.1909 -0.9502
H 3.1241 1.4637 -1.3934
H -3.9002 4.6885 3.0363
H 3.6028 -5.1701 -1.2505
H 0.1017 -2.7245 -0.5392
H -3.9306 3.1685 3.9565
H 5.3376 0.3190 -2.6741
H -4.3957 -3.6074 -1.4020
H 0.4061 1.4891 -0.9878
H 5.8902 -1.0795 -1.6571
H -4.8965 -2.4629 -2.6477
H -1.9513 0.6745 0.5907
H -2.2777 -2.5441 -3.1444
H 1.4500 1.1910 1.1644
H -0.1399 -1.4548 -2.7739
H 1.1279 3.2930 1.0762
H -1.5723 3.4468 4.6377
```


Entry 2:
C21H25N2O2SiTi | ωB97M-V/def2-TZVPD

⟨S²⟩: 0.76
Molar mass: 413.40 g mol⁻¹
Kohn-Sham gap (spin up / spin down): 7.771 / 8.172 eV
Spin multiplicity: 2
HOMO energy (spin up / spin down): -14.7 / -14.9 eV
Energy above the lowest of the compared OMol25 structures with the same formula, charge and spin: 1.7 kcal per mole
Net charge: +2

XYZ file:
```
52
C21H25N2O2SiTi | the OMol25 dataset | ωB97M-V/def2-TZVPD
Ti 0.1170 -0.0104 1.3808
Si 2.5780 -0.4569 -0.9172
O -1.4365 -0.8838 0.4009
O 0.9391 0.7878 3.1526
N 1.2439 -0.8722 0.2232
N -0.2706 2.0732 1.2397
C -3.5595 0.0052 -0.2546
C 0.9823 2.2348 3.3242
C 0.1364 4.2552 2.0983
C -1.0790 3.9726 0.0517
C 0.6068 -2.1273 0.3761
C -3.0194 -0.6611 -2.9113
C -0.5358 4.8081 1.0210
C -2.3904 -0.6201 -0.6305
C -0.9273 2.6125 0.1933
C -4.4770 0.3082 -1.2538
C 0.2513 2.8798 2.1761
C -0.7983 -2.1472 0.4512
C -0.8614 -4.4973 0.7599
C 0.5363 -4.5203 0.6979
C 1.2610 -3.3612 0.5328
C -1.5384 -3.3024 0.6561
C 2.7801 1.3738 -0.6286
C -2.0854 -0.9662 -1.9305
C -4.2075 -0.0249 -2.5740
C 4.1048 -1.3990 -0.4428
C 1.9826 -0.8682 -2.6249
H 4.3126 -1.3329 0.6270
H 0.5079 2.4835 4.2732
H 2.0259 2.5489 3.3432
H -0.6351 5.8820 0.9366
H 4.0472 -2.4524 -0.7209
H 1.7493 -1.9312 -2.7209
H 1.4109 0.3532 3.8722
H 3.0355 1.5864 0.4142
H -1.6113 4.3694 -0.8006
H -4.9309 0.2039 -3.3441
H 0.5671 4.8815 2.8684
H 3.5951 1.7678 -1.2384
H -5.4093 0.7900 -0.9933
H -1.3375 1.9216 -0.5345
H 2.7594 -0.6420 -3.3585
H -1.4120 -5.4170 0.8989
H -2.6184 -3.2489 0.7066
H 1.0578 -5.4632 0.7892
H -3.7581 0.2289 0.7857
H 2.3415 -3.3877 0.4986
H -1.1558 -1.4685 -2.1688
H 4.9671 -0.9819 -0.9685
H 1.0955 -0.2924 -2.8975
H 1.8800 1.9339 -0.8948
H -2.8178 -0.9254 -3.9403
```


Entry 3:
C21H25N3O2 | ωB97M-V/def2-TZVPD

Molar mass: 351.45 g mol⁻¹
Kohn-Sham gap: 9.189 eV
SMILES string: CC(=O)NCCc1nc2ccccc2n1CCCCOc1ccccc1
HOMO energy: -8.4 eV
Energy above the lowest of the compared OMol25 structures with the same formula, charge and spin: 17.7 kcal per mole

XYZ file:
```
51
C21H25N3O2 | the OMol25 dataset | ωB97M-V/def2-TZVPD
O 0.3086 0.3450 2.5013
O -3.0994 -1.1039 0.0773
N 2.0916 1.1834 -1.1113
N 0.6718 -0.4617 -1.6187
N 1.4703 1.9739 1.4431
C -2.4943 -2.1892 0.7495
C 2.7748 0.2279 -1.8185
C 2.3099 -1.9265 -2.8732
C -0.2224 1.4717 -0.2964
C 3.6368 -1.9600 -3.2537
C 4.5193 -0.9297 -2.9249
C -3.8897 1.0837 -0.0459
C -3.6094 2.6616 1.7370
C -2.9609 1.6920 2.4791
C -0.5174 -1.2712 -1.6984
C 1.8895 -0.8230 -2.1478
C -3.2325 0.1046 0.7020
C 4.1073 0.1744 -2.2086
C -0.9638 -2.2191 0.6631
C 1.3694 0.8581 2.2024
C 0.8638 0.7505 -1.0133
C -4.0744 2.3498 0.4690
C -0.4541 -2.4843 -0.7555
C -2.7679 0.4166 1.9745
C 0.3390 2.4937 0.7036
C 2.7081 0.3293 2.6734
H -0.8766 1.9818 -1.0085
H -0.5431 -1.2950 1.0614
H -4.2466 0.8228 -1.0306
H 0.6740 3.3912 0.1851
H 4.0028 -2.8040 -3.8195
H -1.3913 -0.6601 -1.4750
H -2.8093 -2.2122 1.7987
H -4.5842 3.0968 -0.1215
H -1.0437 -3.2937 -1.1915
H -2.5862 1.9218 3.4651
H 4.7856 0.9751 -1.9594
H 2.3668 2.1565 1.0169
H 2.5530 -0.4722 3.3898
H -0.6277 -3.0328 1.3095
H -2.9012 -3.0762 0.2516
H 0.5836 -2.8218 -0.7032
H 1.6339 -2.7273 -3.1334
H -0.4536 2.7525 1.4111
H 3.2619 -0.0564 1.8190
H -0.6036 -1.6231 -2.7322
H -3.7517 3.6531 2.1398
H 5.5484 -1.0029 -3.2444
H -2.2275 -0.2991 2.5709
H 3.2881 1.1245 3.1345
H -0.8259 0.7531 0.2561
```


Entry 4:
C21H25N3O4S | ωB97M-V/def2-TZVPD

Molar mass: 415.51 g mol⁻¹
Kohn-Sham gap: 7.442 eV
SMILES string: COc1cc(C(=O)NC(=S)Nc2ccccc2N2CCCC2)cc(OC)c1OC
HOMO energy: -7.7 eV
Energy above the lowest of the compared OMol25 structures with the same formula, charge and spin: 458.2 kcal per mole

XYZ file:
```
54
C21H25N3O4S | the OMol25 dataset | ωB97M-V/def2-TZVPD
S 1.8956 -3.3486 -1.3366
O -4.5801 1.7813 0.1995
O -4.7254 -3.0441 -0.4583
O 0.0685 0.3235 0.8675
O -6.2407 -0.2593 -0.2790
N 3.9302 0.9222 -0.0773
N 2.2974 -1.4124 0.2321
N 0.1008 -1.5816 -0.5826
C -6.8557 0.3809 0.4897
C 3.7188 -1.1729 0.3529
C 5.7985 -0.3304 0.5236
C 3.2556 2.7141 -1.7296
C 3.8979 3.3342 -0.4011
C -4.2015 -1.7498 -0.0897
C -2.8458 -1.8798 0.0868
C -3.9297 0.6959 0.0985
C 5.6283 -2.7081 1.0642
C -4.8325 -0.2080 -0.0341
C -6.0951 -3.0371 -0.0896
C 1.5441 -2.0365 -0.4115
C -2.6464 0.6472 0.1006
C -1.9967 -0.6011 -0.0346
C 4.5109 -0.1313 0.3210
C 2.8570 1.1369 -1.0419
C -3.8920 3.0590 0.4202
C 4.7541 2.2924 0.0001
C 4.1672 -2.5953 0.8204
C 6.3872 -1.4172 0.9342
C -0.5054 -0.5327 0.2450
H 2.3494 3.0013 -2.3328
H 3.8602 2.1931 -2.5620
H 3.4797 -3.3616 0.8081
H -4.6237 3.9229 0.2682
H 7.5575 -1.7337 1.2716
H 1.8668 -0.3613 0.6042
H 5.7752 2.0489 -0.4419
H 4.3424 4.2253 -0.8051
H -6.3408 -2.6271 0.7817
H 4.9252 2.6165 1.1109
H -3.0468 3.3801 -0.5471
H -6.5419 -2.5132 -0.9546
H 2.7560 0.4131 -1.8025
H -0.2865 -2.3673 -0.9228
H -6.2496 -4.1426 -0.3094
H 6.5544 0.4512 0.6933
H -2.2762 -2.8312 -0.0241
H 2.0721 1.2350 -0.5643
H -2.0789 1.5787 0.4845
H 3.0620 3.6418 0.0730
H -7.9581 0.1205 0.7724
H -6.8849 1.6392 0.1786
H -3.3395 3.1345 1.4048
H 6.0457 -3.5364 1.1388
H -6.4851 0.6309 1.4863
```